Molecular formula: C9H14N2S2
Method: DFT, ωB97M-V/def2-TZVPD

Frontier orbital gap (alpha / beta)   7.70 / 7.18 eV
Multiplicity   1

The geometry in XYZ format:
```
27
C9H14N2S2, DFT ωB97M-V/def2-TZVPD
C 1.766 1.236 -1.350
C -0.360 1.145 -2.457
C -0.143 -0.669 2.481
C -0.269 0.806 2.322
C 0.499 -1.335 1.312
C -1.207 1.121 1.094
C -0.303 -1.084 -0.022
C -0.567 0.404 -0.111
C 0.380 -1.697 -1.225
N 1.022 1.302 -2.389
N -1.051 0.852 -1.414
S 3.230 1.204 -0.759
S -1.080 1.599 -3.919
H 0.456 -0.917 3.361
H -1.091 -1.279 2.513
H -0.773 1.084 3.221
H 0.674 1.249 2.311
H 1.607 -1.192 1.240
H 0.537 -2.348 1.520
H -2.228 0.786 1.169
H -1.105 2.214 0.874
H -1.258 -1.646 0.113
H -0.328 -1.807 -2.158
H 0.859 -2.690 -1.148
H 1.204 -1.083 -1.723
H 1.522 1.634 -3.280
H -1.993 1.111 -1.577
```